Molecular formula: CH2IN
Method: DFT, ωB97M-V with the def2-TZVPD basis set

Atoms and positions in Å:
I (-0.039, -2.497, 0.362)
N (1.421, -3.277, 1.262)
C (-0.121, -0.447, -0.107)
H (0.755, 0.026, 0.338)
H (-0.949, 0.180, -0.329)

Results
Total charge   0
HOMO-LUMO gap (alpha / beta)   8.45 / 8.46 eV
HOMO energy (alpha / beta)   -9.25 / -8.61 eV

Molecular formula: C4H11NO2
Method: DFT, ωB97M-V with the def2-TZVPD basis set

Atoms and positions in Å:
O (2.186, 1.540, -1.121)
O (-3.581, 3.133, 1.420)
N (2.153, -1.371, -0.496)
C (1.230, -0.363, -0.033)
C (-0.140, -0.471, -0.770)
C (-0.994, -1.694, -0.377)
C (1.688, 1.084, -0.128)
H (-3.371, 3.287, 2.345)
H (-2.822, 2.968, 0.876)
H (-0.824, -1.929, 0.692)
H (1.033, -0.626, 0.998)
H (2.278, -2.133, 0.150)
H (-0.628, -2.629, -0.832)
H (-0.817, 0.270, -0.320)
H (3.058, -1.128, -0.870)
H (-2.069, -1.582, -0.553)
H (0.021, -0.082, -1.766)
H (1.599, 1.726, 0.785)

Results
Total charge   0
SMILES   CC[C@@H](N)C=O.O
HOMO-LUMO gap   9.68 eV
HOMO energy   -9.15 eV

Molecular formula: H4N2O4
Method: DFT, ωB97M-V with the def2-TZVPD basis set

Atoms and positions in Å:
O (-1.749, -0.781, -0.124)
O (-0.751, 1.040, 0.846)
O (1.281, 0.830, -0.868)
O (1.441, -0.874, 0.547)
N (1.041, -0.389, -0.736)
N (-0.863, 0.253, -0.270)
H (0.244, 1.111, 0.914)
H (-2.319, -0.608, 0.645)
H (2.217, -1.392, 0.262)
H (-0.541, 0.810, -1.214)

Results
Total charge   0
SMILES   O=NO.ONO
HOMO-LUMO gap (alpha / beta)   8.89 / 8.89 eV
HOMO energy (alpha / beta)   -8.69 / -8.69 eV

Respective relative energy (zero: lowest compared OMol25 entry of this formula, charge and spin) values: 143.6; 45.3; 11.0 kcal per mole.
Respective E_tot values: -10652.93787; -9910.27660; -11226.74603 eV.
Respective molar mass values: 154.94; 105.14; 96.04 Da.